No. 1
Below is a molecular structure, C2H3F3NO in a non-equilibrium geometry, with properties calculated with ωB97M-V with the def2-TZVPD basis set.

Summary:
Spin multiplicity: 1
Calculated total energy in eV: -13808.8042
Frontier orbital gap (spin up / spin down) in eV: 7.3 / 7.3
Largest force on an atom in eV Å⁻¹: 3.09
Total charge: -1
HOMO level (spin up / spin down) in eV: -3.185 / -3.187

Last column: natural (NBO) charge in e.
Atoms and positions in Å:
1 C 0.18 -0.33 -0.44  -0.15
2 C -0.84 -0.39 -1.41  0.45
3 N -0.05 1.97 0.76  -0.06
4 O 0.75 2.12 1.71  -0.40
5 F -0.23 -1.00 0.72  -0.42
6 F -1.02 -1.77 -2.37  -0.60
7 F -0.76 0.44 -2.43  -0.34
8 H 1.18 -0.77 -0.64  0.15
9 H -1.92 -0.32 -0.91  0.12
10 H -0.87 1.22 1.05  0.26


No. 2
Below is 2 unconnected molecules or ions with the total composition C2H3F3NO5S2 in a non-equilibrium geometry, with properties calculated with ωB97M-V with the def2-TZVPD basis set.

Summary:
Spin multiplicity: 3
Calculated total energy in eV: -43656.1241
Frontier orbital gap (spin up / spin down) in eV: 5.1 / 7.0
Largest force on an atom in eV Å⁻¹: 4.14
Total charge: +1
HOMO level (spin up / spin down) in eV: -11.046 / -16.260

Last column: natural (NBO) charge in e.
Atoms and positions in Å:
1 C -2.49 -0.76 -0.54  -0.80
2 C 2.55 -0.90 0.16  0.79
3 N -0.32 2.55 0.97  0.48
4 O -0.11 3.56 0.59  -0.06
5 O 0.18 -0.46 -0.80  -0.91
6 O -1.26 1.60 -0.55  -0.62
7 O 0.38 -0.54 1.62  -0.87
8 O 1.05 1.43 0.37  -0.88
9 F 3.31 -0.96 1.22  -0.25
10 F 3.10 -0.31 -0.89  -0.28
11 F 2.11 -2.11 -0.16  -0.29
12 S -1.25 0.36 -1.32  1.55
13 S 0.97 0.01 0.46  2.28
14 H -2.75 -1.52 -1.28  0.28
15 H -2.07 -1.45 0.32  0.31
16 H -3.42 -0.49 -0.16  0.28


No. 3
Below is 2 unconnected molecules or ions with the total composition C2H3F3O2 in a non-equilibrium geometry, with properties calculated with ωB97M-V with the def2-TZVPD basis set.

Summary:
Spin multiplicity: 1
Calculated total energy in eV: -14367.1856
Frontier orbital gap (spin up / spin down) in eV: 10.3 / 10.3
Largest force on an atom in eV Å⁻¹: 5.27
HOMO level (spin up / spin down) in eV: -11.347 / -11.347

Last column: natural (NBO) charge in e.
Atoms and positions in Å:
1 C 0.72 0.35 -0.67  0.62
2 C -0.46 0.12 0.30  0.75
3 O -1.28 1.08 0.03  -0.69
4 O -1.02 -1.10 0.20  -0.69
5 F 1.54 -1.62 -0.40  -0.68
6 F 1.78 0.91 -0.32  -0.22
7 F 0.13 0.41 1.49  -0.34
8 H 0.73 0.31 -1.76  0.20
9 H -1.79 1.40 0.85  0.52
10 H -0.35 -1.86 0.29  0.55


No. 4
Below is C2H3F3O3S in the gas phase in a non-equilibrium geometry, with properties calculated with ωB97M-V with the def2-TZVPD basis set.

Summary:
Spin multiplicity: 1
Calculated total energy in eV: -27251.7393
Frontier orbital gap in eV: 12.4
Largest force on an atom in eV Å⁻¹: 2.16
HOMO level in eV: -11.664

Last column: natural (NBO) charge in e.
Atoms and positions in Å:
1 C 0.99 -1.44 -1.04  -0.28
2 O 0.34 -0.19 -0.80  -0.69
3 S -0.14 0.00 0.73  2.23
4 O -1.16 -0.99 1.05  -0.89
5 O 0.99 0.14 1.63  -0.88
6 C -0.96 1.64 0.49  0.76
7 F -0.08 2.57 0.12  -0.30
8 F -1.50 1.97 1.65  -0.29
9 F -1.90 1.50 -0.42  -0.29
10 H 1.29 -1.38 -2.10  0.21
11 H 1.86 -1.54 -0.40  0.20
12 H 0.27 -2.28 -0.90  0.21


No. 5
Below is a molecular structure, C2H3F3S in a non-equilibrium geometry, with properties calculated with ωB97M-V with the def2-TZVPD basis set.

Summary:
Spin multiplicity: 1
Calculated total energy in eV: -21107.9761
Frontier orbital gap in eV: 8.3
Largest force on an atom in eV Å⁻¹: 4.91
HOMO level in eV: -9.427

Last column: natural (NBO) charge in e.
Atoms and positions in Å:
1 C -0.01 0.98 0.18  0.45
2 C 0.35 -0.36 0.57  0.24
3 F -0.76 1.05 -1.03  -0.35
4 F 1.03 1.76 -0.15  -0.31
5 F -0.60 -1.06 1.24  -0.32
6 S 0.31 -1.64 -1.48  -0.22
7 H -0.69 1.46 0.84  0.16
8 H 1.36 -0.48 0.96  0.21
9 H -0.99 -1.71 -1.12  0.13


No. 6
Below is a molecular structure, C2H3FI2 in a non-equilibrium geometry, with properties calculated with ωB97M-V with the def2-TZVPD basis set.

Summary:
Spin multiplicity: 1
Calculated total energy in eV: -21039.1435
Frontier orbital gap in eV: 9.0
Largest force on an atom in eV Å⁻¹: 6.43
HOMO level in eV: -9.205

Last column: natural (NBO) charge in e.
Atoms and positions in Å:
1 C 0.14 -0.56 -0.65  0.11
2 C -0.28 1.32 -0.82  -0.66
3 F 0.03 -1.31 -1.72  -0.32
4 I -2.23 1.20 -1.80  0.13
5 I 1.24 2.37 -1.72  0.21
6 H -0.59 -0.88 0.10  0.16
7 H 1.19 -0.27 -0.13  0.17
8 H -0.34 1.53 0.25  0.21


No. 7
Below is a molecular structure, C2H3FMgO in a non-equilibrium geometry, with properties calculated with ωB97M-V with the def2-TZVPD basis set.

Summary:
Spin multiplicity: 1
Calculated total energy in eV: -12328.1909
Frontier orbital gap in eV: 4.8
Largest force on an atom in eV Å⁻¹: 4.79
HOMO level in eV: -7.528

Last column: natural (NBO) charge in e.
Atoms and positions in Å:
1 Mg -0.56 1.91 -0.98  1.76
2 O -0.66 0.01 -1.05  -1.01
3 C 0.46 -0.62 -0.66  0.08
4 C 0.76 -0.29 0.62  -0.68
5 H 0.48 -1.67 -0.97  0.19
6 H 1.69 -0.66 1.06  0.20
7 F -1.62 1.47 0.93  -0.88
8 H -0.55 -0.15 1.06  0.35


No. 8
Below is 2 unconnected molecules or ions with the total composition C2H3FN2O2S in a non-equilibrium geometry, with properties calculated with ωB97M-V with the def2-TZVPD basis set.

Summary:
Spin multiplicity: 1
Calculated total energy in eV: -22743.9482
Frontier orbital gap (spin up / spin down) in eV: 7.5 / 8.1
Largest force on an atom in eV Å⁻¹: 4.26
HOMO level (spin up / spin down) in eV: -9.369 / -9.261

Last column: natural (NBO) charge in e.
Atoms and positions in Å:
1 C -0.59 1.86 -0.40  0.22
2 C 0.52 1.06 -0.12  -0.60
3 N -1.56 2.47 -0.46  -0.29
4 N 1.86 -1.08 0.08  0.18
5 O 2.23 -0.91 1.19  -0.25
6 O -2.19 -0.89 -0.02  -0.94
7 F 2.64 -2.10 -0.87  -0.36
8 S 1.07 -0.24 -1.04  0.83
9 H -2.73 -0.20 0.22  0.47
10 H 1.02 1.57 0.70  0.28
11 H -2.28 -1.54 0.71  0.47


No. 9
Below is a molecular structure, C2H3FNO4S in a non-equilibrium geometry, with properties calculated with ωB97M-V with the def2-TZVPD basis set.

Summary:
Spin multiplicity: 1
Calculated total energy in eV: -25353.7346
Frontier orbital gap in eV: 9.0
Largest force on an atom in eV Å⁻¹: 2.27
Total charge: -1
HOMO level in eV: -5.077

Last column: natural (NBO) charge in e.
Atoms and positions in Å:
1 C 0.31 -0.91 -0.30  0.74
2 C 1.60 -0.13 -0.18  -0.71
3 N -0.92 0.39 -0.86  -0.45
4 O -0.40 -0.80 1.11  -0.78
5 O 0.19 -1.91 -0.95  -0.65
6 O -1.65 1.49 1.43  -0.94
7 O -2.80 -0.38 0.56  -0.96
8 F -0.50 1.74 -1.08  -0.30
9 S -1.53 0.26 0.68  2.40
10 H 1.74 0.68 -0.85  0.23
11 H 2.43 -0.83 -0.28  0.21
12 H 1.51 0.38 0.72  0.23


No. 10
Below is a molecular structure, C2H3FO2S in a non-equilibrium geometry, with properties calculated with ωB97M-V with the def2-TZVPD basis set.

Summary:
Spin multiplicity: 1
Calculated total energy in eV: -19767.6343
Frontier orbital gap in eV: 8.9
Largest force on an atom in eV Å⁻¹: 4.84
HOMO level in eV: -10.035

Last column: natural (NBO) charge in e.
Atoms and positions in Å:
1 C -0.14 -0.56 1.28  -0.41
2 C -0.61 -0.34 0.03  0.12
3 O 0.09 2.00 -1.52  -0.84
4 O 1.73 0.33 -0.66  -0.83
5 F -0.66 -1.26 -0.93  -0.33
6 S 0.72 0.71 -1.62  1.68
7 H -0.36 0.00 2.11  0.21
8 H 0.50 -1.35 1.54  0.21
9 H -1.27 0.47 -0.23  0.20


No. 11
Below is 2 unconnected molecules or ions with the total composition C2H3FOS in a non-equilibrium geometry, with properties calculated with ωB97M-V with the def2-TZVPD basis set.

Summary:
Spin multiplicity: 1
Calculated total energy in eV: -17719.2814
Frontier orbital gap in eV: 6.6
Largest force on an atom in eV Å⁻¹: 1.22
HOMO level in eV: -8.476

Last column: natural (NBO) charge in e.
Atoms and positions in Å:
1 C 1.37 0.54 -0.19  -0.48
2 C 0.67 -0.56 0.03  0.22
3 F -0.25 -0.64 1.01  -0.34
4 H 2.10 0.57 -0.98  0.22
5 H 1.22 1.43 0.42  0.22
6 H 0.77 -1.49 -0.52  0.17
7 O -3.25 0.65 0.50  -0.68
8 S -2.63 -0.49 -0.26  0.67


No. 12
Below is 2 unconnected molecules or ions with the total composition C2H3FOS in a non-equilibrium geometry, with properties calculated with ωB97M-V with the def2-TZVPD basis set.

Summary:
Spin multiplicity: 1
Calculated total energy in eV: -17718.9541
Frontier orbital gap (spin up / spin down) in eV: 8.0 / 6.8
Largest force on an atom in eV Å⁻¹: 2.80
HOMO level (spin up / spin down) in eV: -9.292 / -8.809

Last column: natural (NBO) charge in e.
Atoms and positions in Å:
1 C 2.72 2.92 -0.65  0.83
2 C 0.32 -0.32 0.90  -0.82
3 O 3.41 2.41 -1.47  -0.50
4 F 2.42 4.22 -0.41  -0.32
5 S 0.33 1.49 1.05  0.10
6 H -0.50 -0.33 0.13  0.23
7 H -0.02 -0.70 1.87  0.25
8 H 1.16 -0.99 0.47  0.24


No. 13
Below is 2 unconnected molecules or ions with the total composition C2H3FS2 in a non-equilibrium geometry, with properties calculated with ωB97M-V with the def2-TZVPD basis set.

Summary:
Spin multiplicity: 1
Calculated total energy in eV: -26506.6472
Frontier orbital gap (spin up / spin down) in eV: 6.3 / 6.3
Largest force on an atom in eV Å⁻¹: 3.48
HOMO level (spin up / spin down) in eV: -9.161 / -9.160

Last column: natural (NBO) charge in e.
Atoms and positions in Å:
1 C -1.03 -0.40 0.17  -0.31
2 C -0.74 0.78 -0.33  -0.40
3 F 1.73 -1.24 -0.03  -0.49
4 S 0.65 1.79 0.23  0.12
5 S 2.81 -0.10 0.55  0.42
6 H -1.83 -1.04 -0.20  0.21
7 H -0.30 -0.81 0.85  0.21
8 H -1.29 1.02 -1.23  0.23


No. 14
Below is a molecular structure, C2H3GaLiO in a non-equilibrium geometry, with properties calculated with ωB97M-V with the def2-TZVPD basis set.

Summary:
Spin multiplicity: 2
Calculated total energy in eV: -56725.8981
Frontier orbital gap (spin up / spin down) in eV: 6.0 / 8.1
Largest force on an atom in eV Å⁻¹: 6.02
Total charge: +2
HOMO level (spin up / spin down) in eV: -19.645 / -21.347

Last column: natural (NBO) charge in e.
Atoms and positions in Å:
1 O 1.23 0.47 0.14  -0.78
2 C 1.22 0.46 -1.13  0.25
3 Li 0.33 0.75 1.30  0.97
4 Ga 0.52 -1.37 -0.45  1.47
5 H 1.80 1.30 -1.58  0.29
6 C -1.22 -0.56 0.46  -0.73
7 H -2.02 -1.33 0.42  0.25
8 H -1.85 0.27 0.84  0.28


No. 15
Below is 2 unconnected molecules or ions with the total composition C2H3I in a non-equilibrium geometry, with properties calculated with ωB97M-V with the def2-TZVPD basis set.

Summary:
Spin multiplicity: 1
Calculated total energy in eV: -10220.3191
Frontier orbital gap in eV: 10.8
Largest force on an atom in eV Å⁻¹: 4.83
HOMO level in eV: -10.112

Last column: natural (NBO) charge in e.
Atoms and positions in Å:
1 C -0.81 -0.61 0.28  -0.22
2 C 0.31 -0.39 0.69  -0.21
3 H -1.84 -0.80 0.41  0.23
4 H 1.27 -0.29 0.50  0.20
5 I 2.38 1.07 -2.40  -0.09
6 H 3.47 0.29 -3.22  0.10


No. 16
Below is a molecular structure, C2H3I2NO in a non-equilibrium geometry, with properties calculated with ωB97M-V with the def2-TZVPD basis set.

Summary:
Spin multiplicity: 1
Calculated total energy in eV: -21859.8171
Frontier orbital gap in eV: 8.7
Largest force on an atom in eV Å⁻¹: 4.58
HOMO level in eV: -8.791

Last column: natural (NBO) charge in e.
Atoms and positions in Å:
1 C -0.59 -0.81 -0.27  0.79
2 C 0.52 0.20 1.11  -0.73
3 N -0.72 0.09 -1.28  -0.86
4 O -0.99 -1.87 0.09  -0.54
5 I 2.51 -0.38 0.69  0.13
6 I 0.08 2.23 0.92  0.19
7 H 0.45 -0.27 2.01  0.19
8 H -0.36 0.98 -0.99  0.40
9 H -0.91 -0.17 -2.28  0.43


No. 17
Below is 2 unconnected molecules or ions with the total composition C2H3I2NOS2 in a non-equilibrium geometry, with properties calculated with ωB97M-V with the def2-TZVPD basis set.

Summary:
Spin multiplicity: 1
Calculated total energy in eV: -43528.0703
Frontier orbital gap (spin up / spin down) in eV: 6.5 / 7.2
Largest force on an atom in eV Å⁻¹: 3.83
HOMO level (spin up / spin down) in eV: -8.511 / -8.728

Last column: natural (NBO) charge in e.
Atoms and positions in Å:
1 C -0.44 -0.70 -0.21  0.43
2 C -1.56 0.06 0.44  -0.70
3 N -0.27 -1.91 -0.09  -0.24
4 O 0.58 0.12 -0.84  -0.71
5 S 2.37 -2.14 -0.68  -0.10
6 S 0.44 1.64 -1.39  0.38
7 I 2.98 -0.84 1.11  0.14
8 I 1.46 2.99 0.22  0.05
9 H -2.24 0.69 -0.38  0.25
10 H -1.05 0.81 1.02  0.25
11 H -2.27 -0.72 0.79  0.26


No. 18
Below is a molecular structure, C2H3I3O in a non-equilibrium geometry, with properties calculated with ωB97M-V with the def2-TZVPD basis set.

Summary:
Spin multiplicity: 1
Calculated total energy in eV: -28471.0736
Frontier orbital gap in eV: 8.8
Largest force on an atom in eV Å⁻¹: 3.61
HOMO level in eV: -9.183

Last column: natural (NBO) charge in e.
Atoms and positions in Å:
1 C 0.16 0.39 -0.50  -0.07
2 C -0.35 -0.82 0.20  -0.41
3 O 0.92 1.14 0.43  -0.70
4 I -1.63 1.42 -1.18  0.07
5 I -1.43 -0.30 2.11  0.13
6 I 1.20 -2.35 0.51  0.12
7 H 0.77 0.00 -1.23  0.21
8 H -0.96 -1.36 -0.39  0.18
9 H 1.32 1.88 0.05  0.48


No. 19
Below is 2 unconnected molecules or ions with the total composition C2H3I3Si in a non-equilibrium geometry, with properties calculated with ωB97M-V with the def2-TZVPD basis set.

Summary:
Spin multiplicity: 1
Calculated total energy in eV: -34301.1691
Frontier orbital gap (spin up / spin down) in eV: 8.1 / 4.5
Largest force on an atom in eV Å⁻¹: 3.07
HOMO level (spin up / spin down) in eV: -9.716 / -7.779

Last column: natural (NBO) charge in e.
Atoms and positions in Å:
1 C -0.20 2.53 3.68  -0.33
2 C -0.35 2.84 2.43  -0.67
3 Si 0.85 2.19 1.07  0.76
4 I 1.30 3.64 -0.93  -0.20
5 I 2.95 1.62 2.16  -0.20
6 I 4.35 -2.26 -0.86  0.00
7 H -0.89 3.05 4.27  0.19
8 H 0.28 1.73 4.11  0.20
9 H -1.04 3.68 2.30  0.23


No. 20
Below is a gas-phase ion, C2H3IN (charge +1) in a non-equilibrium geometry, with properties calculated with ωB97M-V with the def2-TZVPD basis set.

Summary:
Spin multiplicity: 1
Calculated total energy in eV: -11702.5170
Frontier orbital gap in eV: 6.9
Largest force on an atom in eV Å⁻¹: 5.94
Total charge: +1
HOMO level in eV: -14.488

Last column: natural (NBO) charge in e.
Atoms and positions in Å:
1 C -0.15 0.27 0.81  0.07
2 N 0.04 0.02 -0.43  -0.31
3 C 0.16 -0.10 -1.60  0.20
4 I 0.23 1.92 -3.24  0.21
5 H 0.75 0.24 1.34  0.24
6 H -1.13 0.13 1.39  0.28
7 H 0.41 -0.85 -2.42  0.31